{
  "formula": "C44H57N6OP2Pb",
  "method": "the ωB97M-V functional and the def2-TZVPD basis",
  "total_charge": 1,
  "multiplicity": 1,
  "lumo_ev": -2.859,
  "homo_ha": -0.3208,
  "gap_ev": 5.871,
  "symbols": ["Pb", "C", "C", "N", "C", "C", "C", "C", "C", "C", "C", "N", "C", "C", "C", "C", "C", "C", "C", "C", "N", "C", "H", "H", "H", "H", "H", "H", "H", "H", "H", "H", "H", "H", "C", "P", "C", "N", "C", "C", "C", "C", "C", "C", "N", "C", "P", "C", "C", "C", "C", "C", "C", "C", "C", "C", "H", "H", "H", "H", "H", "H", "H", "H", "H", "H", "H", "H", "H", "H", "H", "H", "H", "H", "H", "H", "H", "H", "H", "H", "H", "H", "H", "H", "C", "N", "C", "C", "O", "H", "H", "H", "H", "H", "H", "H", "C", "C", "C", "C", "C", "H", "H", "H", "H", "H", "H", "H", "H", "H", "H"],
  "xyz": [[0.310, -0.567, 0.240], [4.364, 0.721, -1.600], [3.129, 0.115, -1.351], [2.497, 0.230, -0.201], [3.071, 0.918, 0.825], [4.339, 1.543, 0.665], [4.955, 1.444, -0.601], [4.946, 2.186, 1.758], [4.343, 2.123, 2.987], [3.113, 1.486, 3.171], [2.411, 0.921, 2.106], [1.227, 0.260, 2.180], [0.438, 0.176, 3.313], [0.206, 1.304, 4.085], [-0.656, 1.307, 5.182], [-1.383, 0.191, 5.475], [-1.264, -0.962, 4.673], [-2.171, -2.024, 4.867], [-2.151, -3.079, 4.000], [-1.141, -3.157, 3.055], [-0.176, -2.231, 2.906], [-0.290, -1.025, 3.632], [4.828, 0.606, -2.570], [2.642, -0.491, -2.106], [5.914, 1.922, -0.759], [5.896, 2.686, 1.623], [4.828, 2.572, 3.844], [2.704, 1.413, 4.168], [0.686, 2.224, 3.781], [-0.768, 2.208, 5.772], [-2.102, 0.188, 6.284], [-2.885, -1.972, 5.678], [-2.862, -3.890, 4.072], [-1.038, -4.036, 2.438], [-1.358, 3.178, 0.148], [-0.472, 2.042, -0.980], [-1.767, 1.566, -2.206], [-2.768, 2.401, -2.348], [-3.755, 2.097, -3.226], [-4.845, 2.977, -3.399], [-5.856, 2.638, -4.254], [-5.824, 1.418, -4.964], [-4.769, 0.558, -4.830], [-3.708, 0.890, -3.961], [-2.655, 0.049, -3.820], [-1.708, 0.350, -2.970], [-0.310, -0.867, -2.790], [0.404, -0.812, -4.489], [-1.139, -2.577, -2.799], [-1.641, -3.039, -4.170], [-0.043, -3.534, -2.315], [-2.297, -2.590, -1.794], [0.548, 3.266, -2.018], [-0.263, 4.449, -2.543], [1.682, 3.779, -1.124], [1.126, 2.484, -3.197], [-2.013, 3.841, -0.410], [-0.613, 3.750, 0.702], [-1.938, 2.593, 0.858], [-4.852, 3.906, -2.844], [-6.693, 3.309, -4.397], [-6.645, 1.166, -5.622], [-4.723, -0.378, -5.370], [-0.374, -0.762, -5.250], [1.002, -1.713, -4.634], [1.062, 0.050, -4.583], [-0.815, -3.247, -4.851], [-2.298, -2.300, -4.616], [-2.206, -3.967, -4.043], [0.819, -3.530, -2.988], [-0.433, -4.554, -2.279], [0.305, -3.265, -1.313], [-3.150, -2.028, -2.174], [-2.004, -2.159, -0.835], [-2.618, -3.622, -1.625], [-0.634, 5.074, -1.731], [-1.111, 4.130, -3.145], [0.377, 5.071, -3.175], [1.309, 4.465, -0.362], [2.412, 4.319, -1.730], [2.200, 2.960, -0.620], [0.336, 2.203, -3.897], [1.626, 1.582, -2.851], [1.856, 3.092, -3.738], [-6.087, -0.031, 1.078], [-4.663, -0.346, 1.046], [-4.132, -1.440, 1.849], [-3.826, 0.367, 0.292], [-2.617, 0.163, 0.200], [-6.611, -0.809, 1.624], [-6.501, 0.016, 0.071], [-6.270, 0.922, 1.576], [-4.781, -1.618, 2.703], [-3.138, -1.171, 2.204], [-4.054, -2.356, 1.258], [-4.316, 1.183, -0.263], [2.532, -2.347, 3.931], [2.243, -2.909, 2.538], [2.224, -4.446, 2.661], [3.384, -2.545, 1.587], [0.851, -2.510, 1.965], [3.498, -2.720, 4.276], [1.775, -2.670, 4.651], [2.578, -1.260, 3.935], [3.140, -4.801, 3.139], [2.155, -4.911, 1.675], [1.381, -4.784, 3.270], [4.273, -3.135, 1.824], [3.653, -1.496, 1.669], [3.106, -2.754, 0.550], [0.509, -3.365, 1.377]],
  "forces_ev_per_angstrom": [[-0.272, -0.797, 0.837], [0.121, 0.112, -0.013], [-0.183, -0.099, 0.108], [0.333, -0.020, -0.086], [0.354, 0.159, 0.131], [-0.325, -0.168, -0.060], [-0.052, -0.071, -0.081], [0.122, 0.127, 0.240], [0.186, 0.062, -0.194], [-0.237, -0.129, -0.165], [0.069, 0.026, 0.315], [-0.042, 0.060, -0.201], [0.162, 0.186, -0.081], [0.008, -0.181, -0.067], [-0.055, -0.045, 0.099], [-0.035, 0.158, 0.056], [0.108, -0.083, -0.086], [0.090, -0.135, -0.116], [-0.150, 0.120, 0.221], [0.166, 0.028, 0.014], [-0.448, -0.177, 0.247], [-0.172, 0.112, 0.078], [0.014, -0.002, 0.011], [-0.021, 0.052, -0.037], [0.000, 0.005, 0.019], [-0.002, -0.022, -0.010], [0.004, -0.014, 0.003], [0.016, 0.050, 0.007], [0.040, -0.024, 0.042], [-0.033, 0.001, -0.017], [0.013, -0.031, 0.004], [-0.019, 0.033, -0.013], [0.025, -0.024, -0.016], [0.115, 0.009, 0.008], [-0.021, -0.200, -0.100], [0.337, 0.799, -0.401], [-0.299, 0.124, 0.056], [0.107, -0.008, 0.065], [0.012, -0.302, -0.128], [-0.116, 0.046, 0.002], [0.046, 0.128, 0.068], [0.053, -0.167, -0.059], [-0.114, 0.020, -0.074], [0.056, 0.251, 0.183], [0.071, -0.189, -0.024], [-0.042, -0.031, -0.014], [-0.047, -0.155, -0.699], [-0.046, 0.054, 0.163], [0.031, 0.182, 0.096], [0.053, 0.015, 0.130], [-0.005, 0.128, 0.032], [0.085, 0.069, -0.074], [-0.119, -0.147, 0.086], [0.064, -0.018, 0.037], [-0.021, -0.121, 0.018], [-0.100, 0.045, 0.098], [-0.035, 0.039, 0.046], [0.003, 0.019, -0.017], [-0.037, -0.025, 0.017], [0.005, -0.011, 0.001], [0.002, -0.001, 0.026], [0.017, 0.009, -0.013], [0.018, 0.011, -0.004], [-0.004, -0.040, -0.020], [0.002, 0.009, -0.043], [-0.019, 0.001, -0.028], [-0.027, 0.021, -0.027], [-0.068, 0.051, -0.078], [0.043, -0.020, 0.003], [0.020, -0.028, 0.018], [0.010, -0.014, -0.007], [0.013, -0.079, 0.003], [-0.016, 0.037, 0.025], [-0.062, -0.008, 0.049], [0.012, -0.008, -0.017], [-0.019, 0.028, -0.015], [-0.058, -0.010, -0.032], [0.027, 0.003, 0.036], [0.021, -0.006, 0.018], [-0.010, 0.036, 0.006], [0.042, 0.030, -0.023], [0.037, -0.012, -0.044], [0.072, -0.090, -0.046], [-0.022, 0.030, 0.000], [-0.004, 0.129, -0.080], [-0.040, -0.175, 0.181], [0.066, 0.115, -0.109], [0.181, 0.084, -0.148], [-0.200, -0.015, 0.129], [0.001, -0.033, -0.014], [0.010, -0.020, 0.010], [-0.014, -0.031, 0.033], [-0.023, 0.027, 0.005], [-0.040, -0.009, -0.022], [0.000, -0.024, 0.030], [0.013, 0.005, -0.014], [-0.074, 0.014, -0.123], [-0.159, -0.159, 0.149], [0.052, 0.066, 0.118], [-0.152, 0.039, -0.020], [0.680, 0.022, -0.675], [-0.005, 0.001, 0.010], [0.030, 0.018, 0.054], [0.004, 0.093, -0.007], [-0.011, -0.036, -0.011], [-0.044, -0.019, 0.004], [-0.004, -0.025, -0.012], [0.008, 0.010, -0.005], [-0.010, 0.154, -0.026], [0.030, -0.034, -0.011], [-0.150, 0.031, 0.066]]
}